[1]
ORCA calculation (the ωB97M-V functional and the def2-TZVPD basis) on a structure of composition C31H29I2N5O8SV.

- spin multiplicity = 2
- net charge = -2
- gap between HOMO and LUMO (spin up / spin down) (eV) = 5.56 / 4.54
- strongest force on any atom (hartree/bohr) = 0.009
- highest occupied orbital energy (spin up / spin down) (eV) = -1.8 / -0.8
- <S²> = 0.80

The geometry in XYZ format:
```
77
Properties=species:S:1:pos:R:3:forces:R:3:lowdin_charge:R:1
I -3.161126 -1.803629 -1.022065 0.024 0.021 0.131 1.115
I -5.219155 -5.171497 -2.805041 0.028 -0.017 -0.027 -0.911
V -0.545979 -0.632435 -0.171059 -0.415 0.136 -0.100 0.617
S -0.823497 1.103501 -3.177077 0.098 -0.057 0.057 0.922
O -0.999935 -1.316178 1.587801 -0.234 -0.151 -0.285 -0.228
O -2.758365 -1.567113 3.811438 -0.070 0.089 -0.147 -0.088
O -2.626443 6.503738 3.643376 0.030 0.018 -0.013 0.010
O -3.267295 6.836716 1.448309 0.036 0.017 -0.007 0.012
O -0.667993 -0.022458 -2.179289 0.148 -0.053 0.020 -0.665
O -1.310576 1.238138 0.437639 0.153 -0.051 -0.008 -0.087
O -1.700489 2.687118 -1.228886 0.003 0.004 0.028 -0.080
O 3.183245 -1.970023 0.486846 0.000 0.016 -0.031 -0.040
N 2.298525 -5.906845 -2.259552 -0.020 0.008 -0.004 0.098
N 1.258704 -0.085279 0.606198 -0.046 0.141 0.174 -0.091
N 0.295708 -2.466363 -0.977409 -0.137 0.111 0.041 -0.031
N -5.531349 0.203175 -0.392192 0.005 0.003 -0.002 0.021
N 2.325010 0.053110 -0.285332 -0.093 0.049 -0.157 0.048
C 1.458986 0.179763 1.842717 -0.081 -0.166 0.059 -0.070
C -2.574353 1.191192 -3.523039 -0.048 0.014 -0.032 -0.245
C 4.991845 -2.004905 -1.618347 0.057 -0.014 0.010 -0.050
C -0.728484 -0.720170 2.718433 0.360 0.240 0.088 -0.271
C 4.209176 -0.885327 -1.362655 0.016 0.048 0.015 -0.149
C 6.122669 -0.850348 -3.402016 -0.003 0.012 -0.005 -0.129
C -2.681555 5.587325 1.578709 -0.012 -0.011 0.004 -0.203
C -1.597678 2.370528 -0.026387 -0.030 -0.003 0.049 -0.570
C -4.672073 -0.533576 -0.602679 0.054 0.016 -0.023 -0.799
C -2.469237 4.645434 0.607685 0.064 0.056 -0.014 0.068
C 1.846559 -3.535623 -2.447476 -0.007 0.022 0.016 -0.009
C -0.205756 0.640485 5.148755 -0.059 -0.015 -0.025 -0.125
C -0.361134 0.247510 -4.693008 -0.015 0.040 -0.001 -0.252
C -2.299969 5.391576 2.889966 -0.019 -0.006 -0.007 -0.220
C 4.396195 0.257600 -2.137304 -0.035 -0.020 -0.027 -0.044
C 0.078616 -3.651783 -0.397024 0.126 -0.016 0.017 -0.116
C 3.166376 -0.969605 -0.259952 0.018 -0.091 0.067 -0.570
C -1.472765 3.258060 2.326377 -0.111 -0.020 0.055 0.004
C 1.170272 -2.426450 -1.988444 0.037 -0.107 -0.014 -0.129
C 0.714311 -4.810792 -0.784822 -0.017 0.013 0.030 -0.003
C 5.347864 0.276212 -3.146878 0.009 -0.011 -0.008 -0.109
C -2.771914 -2.803108 3.108456 0.050 -0.031 0.077 -0.079
C 0.450564 0.051031 2.894469 0.045 0.020 -0.067 -0.142
C -1.849765 3.454565 1.006138 -0.040 -0.050 -0.024 -0.105
C -3.300822 7.386431 2.755277 -0.019 0.002 0.020 -0.169
C 5.940461 -1.992213 -2.633633 -0.012 0.001 0.014 -0.110
C -1.355110 -0.134265 4.997439 0.075 -0.029 0.007 -0.029
C 0.697667 0.701653 4.108403 0.000 0.017 0.004 -0.085
C 1.635359 -4.761857 -1.826805 0.052 -0.067 -0.030 -0.316
C -1.600693 -0.831452 3.829188 0.019 -0.055 0.108 -0.213
C -1.687881 4.235003 3.302423 -0.007 0.009 0.022 0.018
H -1.026651 2.311095 2.593804 0.057 -0.037 0.022 0.101
H 2.565889 -3.437047 -3.250997 -0.008 0.026 -0.004 0.112
H -2.704652 1.801822 -4.417403 -0.024 0.004 0.001 0.058
H 6.542346 -2.874005 -2.824898 0.000 -0.001 0.002 0.087
H -1.853639 -3.367236 3.297680 -0.002 0.005 -0.010 0.096
H -4.341768 7.500802 3.078960 -0.005 -0.021 -0.005 0.128
H -3.623854 -3.355943 3.503043 0.002 -0.007 -0.002 0.086
H 1.609979 1.280662 4.208130 -0.008 -0.003 -0.008 0.102
H -2.882213 -2.662905 2.036880 -0.021 0.005 0.000 0.040
H 0.705737 0.040429 -4.627369 0.003 -0.010 0.002 0.047
H -0.026273 1.174577 6.073668 0.009 -0.007 0.002 0.084
H -2.082865 -0.224730 5.794880 0.000 0.003 0.005 0.107
H -2.958786 0.183404 -3.675776 0.024 -0.013 -0.027 0.046
H -0.922316 -0.683418 -4.770243 0.007 0.003 0.010 0.063
H 3.178424 -5.729715 -2.716897 0.007 0.000 0.008 0.082
H 1.354529 -1.449681 -2.413573 -0.021 0.003 -0.012 0.100
H -2.749420 4.790608 -0.425896 -0.002 -0.018 0.000 0.125
H 2.365706 -6.638053 -1.570313 0.007 0.003 0.004 0.083
H -1.400447 4.080779 4.333885 0.010 -0.011 -0.011 0.113
H 6.863989 -0.836333 -4.192900 -0.003 0.003 -0.002 0.085
H -0.558226 0.897565 -5.546275 0.005 -0.006 -0.002 0.049
H -3.031569 1.671888 -2.663080 0.006 -0.020 -0.008 0.040
H -2.792507 8.355042 2.755741 -0.003 -0.001 -0.002 0.127
H 3.772448 1.118266 -1.934317 0.004 0.002 0.007 0.100
H 5.485728 1.172513 -3.741208 0.001 0.000 -0.001 0.088
H 2.454846 0.498642 2.148229 0.012 0.006 -0.024 0.129
H -0.622389 -3.648140 0.429193 -0.011 -0.007 -0.007 0.107
H 0.499382 -5.742474 -0.277416 -0.014 0.010 0.011 0.110
H 4.831852 -2.874986 -0.993199 -0.012 0.004 0.001 0.106
```
Forces are in eV/Å.

[2]
ORCA calculation (the ωB97M-V functional and the def2-TZVPD basis) on the molecule C20H15ClF2O2S in a non-equilibrium geometry.

- SMILES = O=S(=O)(c1ccccc1)[C@H](Cl)C(c1cccc(F)c1)c1cccc(F)c1
- spin multiplicity = 1
- gap between HOMO and LUMO (eV) = 9.02
- strongest force on any atom (hartree/bohr) = 0.056
- highest occupied orbital energy (eV) = -9.2

The geometry in XYZ format:
```
41
Properties=species:S:1:pos:R:3:forces:R:3:lowdin_charge:R:1
Cl -1.321359 -0.642314 1.664045 -0.008 0.083 0.157 0.706
S 1.728505 -0.549167 1.290156 0.021 -1.283 -0.665 0.735
F -5.325282 0.481336 -2.422620 1.334 0.529 0.285 0.031
F -2.763276 -4.431711 -2.316086 0.828 0.617 0.381 0.029
O 2.598479 -0.688831 0.133817 -0.292 0.871 0.363 -0.355
O 1.576563 -1.712892 2.129350 -0.511 0.449 0.005 -0.346
C 0.644237 -2.178738 -1.847038 -0.074 -0.099 -0.729 -0.035
C 1.990126 0.877243 3.739104 -0.057 0.214 0.120 -0.059
C -3.956434 2.389483 -1.975934 0.375 -0.261 0.243 -0.009
C 3.785977 2.449735 4.182591 -0.229 -0.325 -0.176 -0.074
C 4.236523 2.321454 2.861180 -0.355 -0.315 0.251 -0.066
C -1.611709 -3.694571 -2.138315 -0.321 -0.227 0.094 -0.233
C 2.479681 0.718196 2.436446 -0.720 0.235 -0.315 -0.260
C 3.574388 1.449882 1.987631 -0.043 0.153 -0.128 -0.069
C -0.565702 -1.669953 -1.362792 0.195 -0.304 0.282 -0.174
C -2.722981 2.898553 -1.533426 -0.132 -0.436 0.017 -0.060
C -1.834870 0.628636 -1.289580 -0.382 0.300 0.254 -0.159
C -3.061991 0.118048 -1.754975 0.079 0.091 -0.162 0.050
C -1.665324 -2.530911 -1.356665 -0.353 -0.242 -0.660 0.015
C -0.461057 -4.135747 -2.777638 0.125 0.337 0.333 -0.011
C -1.702574 2.021062 -1.162332 -0.177 -0.168 -0.321 -0.049
C 0.698498 -3.381593 -2.561247 -0.254 0.087 0.337 -0.055
C -0.170583 0.006675 0.527102 1.739 1.030 2.043 -0.628
C -4.102104 1.006058 -2.040135 -0.280 -0.002 -0.155 -0.227
C -0.583438 -0.195746 -0.910662 0.522 -1.127 -0.664 -0.279
C 2.648315 1.752365 4.624130 0.058 -0.229 -0.548 -0.064
H 4.327987 3.080341 4.883068 -0.137 -0.003 -0.173 0.104
H -3.220386 -0.940172 -1.979733 -0.010 0.660 0.224 0.108
H 1.545355 -1.590492 -1.716840 -0.062 -0.056 -0.143 0.094
H -2.593512 -2.267892 -0.852191 0.286 -0.247 -0.166 0.114
H 2.274884 1.882895 5.650579 0.226 -0.112 -0.606 0.112
H 1.651751 -3.727196 -2.956744 -0.219 0.106 0.042 0.109
H -0.739798 2.397119 -0.827776 -0.180 0.193 -0.032 0.111
H 3.891306 1.340264 0.953348 0.041 -0.037 0.198 0.109
H 0.107414 1.052328 0.757558 -1.053 -0.210 -0.203 0.069
H 5.101013 2.885716 2.508146 -0.257 -0.192 0.147 0.109
H 1.088883 0.346504 4.056287 0.387 0.048 -0.084 0.115
H -4.772524 3.045396 -2.260278 0.074 -0.141 0.060 0.117
H -0.461074 -5.037694 -3.393824 -0.081 0.327 0.284 0.121
H -2.553817 3.977849 -1.476721 -0.152 -0.422 -0.022 0.110
H 0.239908 0.248482 -1.470986 0.047 0.106 -0.170 0.144
```
Forces are in eV/Å.